The molecule C8H14N2O6, computed with ωB97M-V/def2-TZVPD.

Results
charge	0
frontier orbital gap	0.3680	Ha
calculated total energy	-23789.064	eV
spin multiplicity	1

Cartesian coordinates (Å):
C -1.64 -0.65 -0.25
C -0.40 -0.05 -0.94
C -2.85 0.40 -0.28
C -4.13 -0.40 0.00
C 2.08 -0.12 -0.66
C 3.13 -1.26 -0.51
C 2.70 0.93 0.36
C 2.01 2.39 0.16
H -2.13 -1.69 1.30
H -1.56 -0.29 1.73
H -1.87 -1.58 -0.75
H -2.96 1.04 -1.19
H -2.82 1.18 0.55
H -5.97 -0.14 -0.22
H 0.57 -1.21 0.38
H 2.06 0.32 -1.73
H 3.76 1.01 0.07
H 1.88 0.47 2.09
H 2.12 2.57 -0.90
H 0.99 2.37 0.49
H 2.56 3.07 0.83
H 3.29 -3.19 -0.24
N -1.36 -1.09 1.11
N 0.73 -0.49 -0.31
O -0.41 0.64 -1.92
O -4.28 -1.53 0.36
O -5.18 0.42 -0.29
O 4.30 -1.12 -0.79
O 2.76 0.48 1.68
O 2.64 -2.48 -0.14

---

A structure of composition C8H14N3O2, computed with ωB97M-V/def2-TZVPD.

Results
charge	+1
frontier orbital gap (spin up / spin down)	0.2141 / 0.2032	Ha
calculated total energy	-17072.831	eV
spin multiplicity	3

Cartesian coordinates (Å):
C 1.58 0.56 0.69
C 1.06 -0.55 1.12
C -1.13 -0.08 -0.47
C 1.07 1.39 -0.45
C -0.56 1.33 -0.42
C -0.02 -1.32 0.49
C -1.03 1.99 0.93
C -1.01 -2.13 1.33
N -2.21 -0.31 -0.96
N 0.40 -2.04 -0.77
N 1.51 0.88 -1.83
O 1.42 -1.73 -1.40
O -0.34 -2.93 -1.08
H 2.27 0.96 1.31
H 1.37 -0.84 2.10
H 1.35 2.41 -0.45
H -0.88 1.75 -1.39
H -0.94 3.04 0.75
H -0.32 1.82 1.77
H -2.01 1.57 1.31
H -1.95 -1.53 1.45
H -0.59 -2.22 2.35
H -1.10 -3.11 1.01
H -2.80 -1.20 -0.90
H 1.86 -0.16 -1.74
H 2.22 1.50 -2.18
H 0.79 0.94 -2.56

---

The ion C8H14N3O3 with charge +1, computed with ωB97M-V/def2-TZVPD.

Results
charge	+1
frontier orbital gap (spin up / spin down)	0.2558 / 0.1828	Ha
calculated total energy	-19124.825	eV
spin multiplicity	3

Cartesian coordinates (Å):
C -0.54 -0.70 0.76
C -2.27 0.02 -0.62
C 2.51 0.84 0.10
C 1.70 1.22 1.37
C -0.48 0.82 0.46
C -2.25 -2.37 -0.17
C -1.91 2.44 -0.61
C 2.28 -1.63 -0.39
N -1.65 -1.02 -0.02
N -1.49 1.14 -0.24
N 1.74 -0.26 -0.57
O 0.10 -1.46 1.46
O -3.29 0.12 -1.26
O 0.42 1.66 0.86
H 2.49 1.84 -0.55
H 3.50 0.49 0.43
H 1.60 0.36 2.06
H 1.95 2.10 1.96
H -3.25 -2.22 -0.53
H -1.66 -2.90 -0.90
H -2.16 -2.74 0.81
H -3.07 2.55 -0.35
H -1.28 3.15 -0.06
H -1.68 2.54 -1.63
H 1.95 -1.85 0.74
H 1.72 -2.32 -1.08
H 3.34 -1.72 -0.43
H 1.70 -0.09 -1.58

---

A structure of composition C8H14N3PdS, computed with ωB97M-V/def2-TZVPD.

Results
charge	-1
frontier orbital gap (spin up / spin down)	0.1031 / 0.2592	Ha
calculated total energy	-27304.293	eV
spin multiplicity	3

Cartesian coordinates (Å):
C 1.67 0.04 -2.77
Pd 0.02 0.94 -2.02
N -1.74 1.66 -0.81
H -0.82 0.36 -3.24
H -2.08 0.85 -0.31
H -1.11 1.93 -2.68
H 1.37 -0.27 -3.79
H 2.04 -0.78 -2.14
H 2.38 0.88 -2.88
H -1.43 2.39 -0.16
H -2.50 2.04 -1.37
N -0.69 -2.30 -1.64
C -0.32 -1.75 -0.46
N 0.01 -0.47 -0.30
C 0.33 -0.16 1.03
C 0.61 1.10 1.59
C 0.70 1.23 2.98
C 0.54 0.12 3.82
C 0.27 -1.15 3.27
C 0.16 -1.28 1.89
S -0.30 -2.73 0.99
H -0.91 -3.29 -1.68
H -0.65 -1.74 -2.50
H 0.78 1.97 0.94
H 0.91 2.20 3.44
H 0.63 0.24 4.90
H 0.14 -2.04 3.88

---

Q: Which energy above the lowest of the compared OMol25 structures with the same formula, charge and spin values were calculated for the entries above? A: 23.5; 89.0; 0.0; 10.8, in kcal per mole.